1.
6
Properties=species:S:1:pos:R:3 method="wB97M-V/def2-TZVPD" orbital_gap_ev="4.6831 / 4.8151" largest_force_ev_per_a=2.3 multiplicity=1 relative_energy_kj_mol=303.8
C -0.98432 0.35337 1.34887
C 0.79038 -0.23068 -1.45228
N -2.03033 -0.12548 1.25713
N 1.07326 0.68834 -2.07875
S 0.53889 0.89290 1.54911
S 0.61212 -1.57846 -0.62408



2.
6
Properties=species:S:1:pos:R:3 method="wB97M-V/def2-TZVPD" orbital_gap_ev="6.6188 / 7.2683" largest_force_ev_per_a=7.9 multiplicity=1 total_charge=-1 relative_energy_kj_mol=183.6
C -0.46164 0.52186 1.46244
C 0.69016 -0.21853 -0.86335
N -0.22441 1.50677 1.97560
N 1.72145 0.22434 -0.53689
N -0.33721 -0.94109 -0.65146
O -1.38836 -1.09336 -1.38634



3.
9
Properties=species:S:1:pos:R:3 method="wB97M-V/def2-TZVPD" orbital_gap_ev=7.5533 largest_force_ev_per_a=4.3 multiplicity=1 total_charge=-1 relative_energy_kj_mol=0.0
C 2.18173 0.11085 -0.26024
C 0.02511 -1.08991 0.40212
N 1.35577 -0.72002 -0.08875
N -2.49868 0.37242 -0.60594
N -1.82942 1.15978 -0.20290
O -0.35284 -0.34229 1.28956
O -1.24024 2.10813 0.04070
O 3.11003 0.81848 -0.33890
S -0.75146 -2.41744 -0.23564



4.
7
Properties=species:S:1:pos:R:3 method="wB97M-V/def2-TZVPD" orbital_gap_ev=11.8203 largest_force_ev_per_a=8.6 multiplicity=1 smiles=N#Cc1nnno1 relative_energy_kj_mol=88.1
N 1.49738 -1.13308 -2.03330
C 1.03684 -0.61831 -1.08201
C 0.08755 -0.23941 0.03273
N -1.16940 -0.37452 -0.15956
N -1.49395 0.67036 0.93735
N -0.53306 1.13193 1.50116
O 0.57463 0.56303 0.80362



5.
9
Properties=species:S:1:pos:R:3 method="wB97M-V/def2-TZVPD" orbital_gap_ev="6.6737 / 8.7423" largest_force_ev_per_a=3.8 multiplicity=1 relative_energy_kj_mol=278.8
C -0.40238 0.42341 -1.96974
C 0.05876 0.46387 2.16119
N -0.53072 -0.05576 -0.87036
N -0.43457 -1.22854 -0.30249
N 0.76056 1.11972 1.46534
N -0.25006 -1.42947 0.86267
O -0.26542 -2.35536 1.61525
O -0.42657 1.13610 -2.89121
O 1.43066 1.85105 0.78273



6.
10
Properties=species:S:1:pos:R:3 method="wB97M-V/def2-TZVPD" orbital_gap_ev=8.8835 largest_force_ev_per_a=4.5 multiplicity=1 relative_energy_kj_mol=34.1
C 0.23921 -1.17275 -0.95929
C -0.32247 0.02794 -0.49382
N 0.56001 -2.15922 -1.48307
N 0.09948 1.21076 -0.56973
N 2.18391 0.39933 0.66787
N 0.25749 2.31800 -0.64674
N 2.35677 0.66896 1.71742
N -1.56508 -0.34445 0.35175
O -1.98664 -1.42257 0.19288
O -1.82268 0.47401 1.22273



What is the multiplicity in the first record?
1